## 1
Formula: C3H7N4
Source: the Open Molecules 2025 dataset
Level of theory: ωB97M-V/def2-TZVPD

As for the net charge: +1. Its HOMO energy is -0.5056 hartree. The value obtained for the LUMO energy is -3.68 eV. As for the HOMO-LUMO gap: 10.075 eV.

Structure (XYZ):
```
14
Properties=species:S:1:pos:R:3:nbo_charge:R:1
C -1.369 1.067 -1.502 -0.4282
N 0.069 0.828 -1.153 -0.5540
C 0.431 0.071 -0.115 0.5798
N 1.857 -0.065 0.169 -0.4359
C 1.847 -0.890 1.351 0.2618
N 0.513 -1.240 1.688 -0.3599
N -0.364 -0.656 0.814 -0.3986
H -2.047 0.703 -0.658 0.2004
H -1.698 0.516 -2.439 0.2398
H -1.467 2.198 -1.665 0.2482
H 0.792 1.281 -1.735 0.4563
H 2.711 -1.253 1.980 0.2747
H 0.113 -1.818 2.433 0.4555
H -1.389 -0.742 0.832 0.4599
```

## 2
Formula: C3H7N4
Source: the Open Molecules 2025 dataset
Level of theory: ωB97M-V/def2-TZVPD

As for the net charge: +1. Its HOMO energy is -0.5756 hartree. The value obtained for the LUMO energy is -5.50 eV. As for the HOMO-LUMO gap: 10.163 eV.

Structure (XYZ):
```
14
Properties=species:S:1:pos:R:3:nbo_charge:R:1
C 1.635 -0.312 0.329 0.2366
C -0.489 -0.323 -0.476 0.3665
C -1.883 -0.683 -0.651 -0.7176
N -0.597 2.100 0.827 -0.0585
N 0.296 2.420 1.391 0.0751
N 1.872 0.855 -0.155 -0.5787
N 0.396 -0.882 0.330 -0.5243
H 2.372 -0.938 0.801 0.1986
H -0.094 0.544 -1.024 0.2741
H -2.122 -1.693 -0.403 0.2631
H -2.250 -0.478 -1.683 0.2928
H -2.260 0.190 -0.124 0.3105
H 2.870 0.983 -0.130 0.3864
H 0.254 -1.784 0.970 0.4753
```

Most stable structure: 2

## 1
Formula: C3H7N4
Source: the Open Molecules 2025 dataset
Level of theory: ωB97M-V/def2-TZVPD

As for the net charge: +1. Its HOMO energy is -0.5096 hartree. The value obtained for the LUMO energy is -5.00 eV. As for the HOMO-LUMO gap: 8.863 eV.

Structure (XYZ):
```
14
Properties=species:S:1:pos:R:3:nbo_charge:R:1
C -0.605 -1.233 0.353 0.3132
C -1.696 0.762 0.576 0.3794
C 0.412 0.818 -0.560 -0.0599
N -1.714 -0.513 0.535 -0.4931
N 0.470 -0.606 -0.156 -0.1199
N -0.496 1.457 0.372 -0.5908
N 1.651 -1.231 -0.193 -0.5844
H -0.592 -2.143 0.989 0.2572
H -2.505 1.305 0.838 0.2129
H 1.459 1.192 -0.436 0.2436
H 0.048 0.924 -1.562 0.2138
H -0.180 2.416 0.510 0.4468
H 1.557 -2.249 -0.295 0.3994
H 2.192 -0.899 -0.970 0.3818
```

## 2
Formula: C3H7N4
Source: the Open Molecules 2025 dataset
Level of theory: ωB97M-V/def2-TZVPD

As for the net charge: +1. Its HOMO energy is -0.4995 hartree. The value obtained for the LUMO energy is -5.88 eV. As for the HOMO-LUMO gap: 7.714 eV.

Structure (XYZ):
```
14
Properties=species:S:1:pos:R:3:nbo_charge:R:1
C 2.060 -0.707 -0.330 0.0041
C 0.651 -1.201 -0.127 0.0882
C -1.566 -0.144 0.573 -0.0274
N 2.210 0.467 0.015 0.0532
N 1.638 1.241 0.702 -0.1137
N -0.090 -0.493 0.539 -0.3079
N -1.818 0.789 -0.424 -0.8479
H 2.916 -1.289 -0.771 0.2755
H 0.621 -2.046 -0.735 0.2252
H -1.728 0.357 1.401 0.2117
H -2.026 -1.138 0.451 0.1803
H 1.082 2.131 0.325 0.4433
H -2.484 1.536 -0.257 0.4242
H -1.467 0.497 -1.362 0.3912
```

## 3
Formula: C3H7N4
Source: the Open Molecules 2025 dataset
Level of theory: ωB97M-V/def2-TZVPD

As for the net charge: +1. Its HOMO energy is -0.4887 hartree. The value obtained for the LUMO energy is -4.21 eV. As for the HOMO-LUMO gap: 9.089 eV.

Structure (XYZ):
```
14
Properties=species:S:1:pos:R:3:nbo_charge:R:1
C -1.649 -1.139 0.050 -0.3006
C -0.308 -0.178 0.225 0.1977
C 1.034 -0.454 0.223 -0.2296
N -2.685 -0.185 -0.029 -0.1049
N -2.290 0.979 0.020 0.0855
N -0.852 1.057 0.078 -0.5013
N 2.065 0.631 -0.080 -0.7282
H -1.839 -2.003 0.648 0.2734
H -1.503 -1.640 -1.013 0.2702
H 1.658 -1.322 0.356 0.2324
H -0.455 1.979 -0.027 0.4155
H 1.450 1.542 -0.328 0.4693
H 2.605 0.147 -0.830 0.4577
H 2.769 0.584 0.709 0.4628
```

## 4
Formula: C3H7N4
Source: the Open Molecules 2025 dataset
Level of theory: ωB97M-V/def2-TZVPD

As for the net charge: +1. Its HOMO energy is -0.5012 hartree. The value obtained for the LUMO energy is -3.27 eV. As for the HOMO-LUMO gap: 10.365 eV.

Structure (XYZ):
```
14
Properties=species:S:1:pos:R:3:nbo_charge:R:1
C 0.663 0.747 0.925 0.1110
C -0.447 1.182 0.051 0.1001
C -0.364 -1.056 0.213 0.5865
N 0.619 -0.702 1.014 -0.5456
N 1.016 1.339 -0.436 -0.5921
N -1.058 -0.013 -0.335 -0.5955
N -0.581 -2.318 -0.051 -0.7725
H 0.997 1.374 1.776 0.2558
H -0.922 2.128 0.207 0.2584
H 1.404 0.794 -1.175 0.4378
H 1.381 2.286 -0.566 0.4423
H -1.659 -0.196 -1.114 0.4312
H 0.262 -2.935 0.218 0.4564
H -1.312 -2.629 -0.726 0.4264
```

Most stable structure: 4

## 1
Formula: C5H13N2O
Source: the Open Molecules 2025 dataset
Level of theory: ωB97M-V/def2-TZVPD

As for the net charge: +1. Its HOMO energy is -0.4779 hartree. The value obtained for the LUMO energy is -8.78 eV. As for the HOMO-LUMO gap: 4.223 eV.

Structure (XYZ):
```
21
Properties=species:S:1:pos:R:3:nbo_charge:R:1
N 0.094 0.680 -2.690 -1.0525
C 1.518 -0.641 0.701 -0.0229
C 2.676 -1.529 0.896 -0.6798
C 1.031 0.401 1.415 -0.3637
N -1.492 1.502 0.057 -0.2894
C -2.168 0.626 0.931 -0.3051
C -2.096 -0.376 -0.197 0.3654
O -1.285 -1.298 -0.072 -0.3111
H -0.442 0.882 -1.862 0.3452
H 0.477 1.464 -3.195 0.3873
H -0.401 0.084 -3.341 0.3741
H 1.069 -0.593 -0.314 0.2058
H 3.043 -1.625 1.926 0.2379
H 2.267 -2.477 0.562 0.2462
H 3.520 -1.274 0.243 0.2702
H 1.137 0.359 2.500 0.2009
H 0.390 1.152 1.040 0.2029
H -2.037 2.216 -0.455 0.3886
H -3.149 0.809 1.350 0.2687
H -1.416 0.159 1.574 0.2964
H -2.736 -0.520 -1.070 0.2350
```

## 2
Formula: C5H13N2O
Source: the Open Molecules 2025 dataset
Level of theory: ωB97M-V/def2-TZVPD

As for the net charge: +1. Its HOMO energy is -0.5047 hartree. The value obtained for the LUMO energy is -3.08 eV. As for the HOMO-LUMO gap: 10.654 eV.

Structure (XYZ):
```
21
Properties=species:S:1:pos:R:3:nbo_charge:R:1
O -1.190 2.728 -1.554 -0.4943
C -1.447 2.198 -0.509 0.4235
C -0.540 1.210 0.195 -0.1744
C -1.026 -0.091 -0.486 -0.4112
C -0.694 -1.440 0.277 -0.4341
C 0.721 -1.637 0.774 -0.2386
N 1.746 -1.053 -0.194 -0.7579
N 0.888 1.485 -0.018 -0.8173
H -2.468 2.337 -0.116 0.1462
H -0.790 1.081 1.267 0.2249
H -0.580 -0.272 -1.468 0.2174
H -2.131 -0.098 -0.577 0.2504
H -1.397 -1.388 1.116 0.2363
H -1.009 -2.310 -0.280 0.2367
H 0.862 -2.725 0.855 0.2333
H 1.000 -1.281 1.773 0.2199
H 2.650 -1.327 0.193 0.4244
H 1.665 -1.479 -1.114 0.4179
H 1.283 1.768 0.871 0.4114
H 1.504 0.157 -0.193 0.4485
H 0.952 2.139 -0.813 0.4370
```

Most stable structure: 2

## 1
Formula: C5H13N2O
Source: the Open Molecules 2025 dataset
Level of theory: ωB97M-V/def2-TZVPD

As for the net charge: +1. Its HOMO energy is -0.4867 hartree. The value obtained for the LUMO energy is -3.58 eV. As for the HOMO-LUMO gap: 9.658 eV.

Structure (XYZ):
```
21
Properties=species:S:1:pos:R:3:nbo_charge:R:1
C -1.437 1.613 -0.416 -0.0572
O -2.232 2.416 0.425 -0.7124
C -0.086 1.464 0.296 -0.4242
C 0.989 0.798 -0.614 -0.4193
C 1.616 -0.560 -0.188 -0.2521
N -0.511 -2.544 -0.231 -0.7275
C 0.026 -2.105 0.888 0.4007
N 0.973 -1.216 0.963 -0.4791
H -1.352 1.921 -1.463 0.1820
H -1.920 0.627 -0.471 0.1459
H -2.854 2.912 -0.079 0.4822
H -0.018 0.996 1.278 0.1968
H 0.261 2.495 0.419 0.2357
H 0.492 0.628 -1.573 0.2104
H 1.822 1.443 -0.868 0.2377
H 1.815 -1.257 -0.995 0.2189
H 2.624 -0.311 0.160 0.2382
H 0.067 -2.574 -1.061 0.4206
H -1.125 -3.346 -0.203 0.4339
H -0.347 -2.471 1.839 0.2328
H 1.198 -0.929 1.895 0.4360
```

## 2
Formula: C5H13N2O
Source: the Open Molecules 2025 dataset
Level of theory: ωB97M-V/def2-TZVPD

As for the net charge: +1. Its HOMO energy is -0.4298 hartree. The value obtained for the LUMO energy is -3.44 eV. As for the HOMO-LUMO gap: 8.252 eV.

Structure (XYZ):
```
21
Properties=species:S:1:pos:R:3:nbo_charge:R:1
C 0.814 0.275 1.520 -0.1114
O 0.502 0.457 2.878 -0.7326
C -0.404 0.681 0.695 -0.0338
C -0.315 0.821 -0.789 -0.5107
C 0.264 -0.320 -1.671 0.1838
C 1.557 -0.638 -1.563 -0.5460
N -0.643 -0.722 -2.622 -0.7995
N -1.463 -0.410 1.063 -0.6851
H 1.151 -0.773 1.436 0.2063
H 1.718 0.801 1.208 0.2203
H 0.835 1.245 3.273 0.4991
H -0.927 1.565 1.075 0.2337
H 0.386 1.590 -1.126 0.2895
H -1.259 1.235 -1.189 0.2303
H 2.185 -0.582 -0.700 0.2087
H 2.092 -1.053 -2.418 0.2253
H -1.603 -0.509 -2.438 0.3780
H -0.479 -1.551 -3.178 0.4096
H -0.960 -1.297 1.119 0.4443
H -2.146 -0.476 0.310 0.4352
H -1.912 -0.186 1.944 0.4549
```

Most stable structure: 1

## 1
Formula: C5H13N2O
Source: the Open Molecules 2025 dataset
Level of theory: ωB97M-V/def2-TZVPD

As for the net charge: +1. Its HOMO energy is -0.5139 hartree. The value obtained for the LUMO energy is -3.20 eV. As for the HOMO-LUMO gap: 10.783 eV.

Structure (XYZ):
```
21
Properties=species:S:1:pos:R:3:nbo_charge:R:1
C 0.764 -1.299 0.398 -0.2359
N -0.135 -1.460 -0.739 -0.6390
C 0.344 -0.959 -2.045 -0.3740
C 0.203 0.503 -2.325 0.4815
O -0.211 1.279 -1.504 -0.5690
C 0.658 0.090 1.130 -0.2433
N -0.685 0.720 0.924 -0.5403
C -1.158 1.618 1.960 -0.4432
H 1.801 -1.378 0.063 0.1963
H 0.506 -2.035 1.158 0.2195
H -0.282 -2.452 -0.883 0.3937
H -0.383 -1.504 -2.668 0.2634
H 1.293 -1.390 -2.378 0.2295
H 0.768 0.864 -3.197 0.1613
H 1.431 0.591 0.563 0.2262
H 0.818 -0.085 2.181 0.2352
H -1.236 -0.076 0.634 0.4477
H -0.571 1.182 0.009 0.4722
H -0.421 2.313 2.353 0.2411
H -1.899 2.284 1.517 0.2373
H -1.602 1.197 2.850 0.2398
```

## 2
Formula: C5H13N2O
Source: the Open Molecules 2025 dataset
Level of theory: ωB97M-V/def2-TZVPD

As for the net charge: +1. Its HOMO energy is -0.4929 hartree. The value obtained for the LUMO energy is -2.98 eV. As for the HOMO-LUMO gap: 10.433 eV.

Structure (XYZ):
```
21
Properties=species:S:1:pos:R:3:nbo_charge:R:1
C -1.471 -0.496 0.375 -0.2351
N -0.540 -1.239 -0.581 -0.6707
C 0.379 -2.226 0.001 -0.3398
C 1.811 -1.803 -0.473 0.4661
O 2.217 -0.688 -0.279 -0.5711
C -0.603 0.719 0.944 -0.2536
N 0.283 1.260 -0.099 -0.5541
C 0.050 2.708 -0.328 -0.4217
H -1.694 -1.179 1.215 0.2177
H -2.358 -0.379 -0.233 0.2345
H -1.013 -1.587 -1.385 0.3945
H 0.360 -3.290 -0.266 0.2252
H 0.256 -2.174 1.092 0.2231
H 2.480 -2.515 -0.977 0.1475
H -0.081 0.485 1.854 0.2447
H -1.501 1.501 1.120 0.2418
H 0.104 0.646 -0.925 0.4634
H 1.290 1.040 0.036 0.4796
H 0.801 3.051 -1.041 0.2369
H -0.971 2.951 -0.699 0.2376
H 0.201 3.215 0.650 0.2336
```

Most stable structure: 1